Entry 1:
The following is a quantum chemistry calculation of a 2-piece molecular cluster, C7H12N2 overall in a non-equilibrium geometry, from OMol25.

Calculated values
charge	+2
E_LUMO (spin up / spin down)	-8.77 / -13.44	eV
multiplicity	3
ΔE to the lowest compared entry with this formula, charge and spin	2.2	kcal per mole
E_HOMO (spin up / spin down)	-17.416 / -18.876	eV
frontier orbital gap (spin up / spin down)	8.648 / 5.432	eV

```
21
Properties=species:S:1:pos:R:3:mulliken_charge:R:1
C -0.17 2.41 -0.10 -0.1856
C -0.85 2.13 -1.31 0.0339
C -0.09 0.27 -0.47 0.7894
C 0.21 -1.08 -0.31 -0.1952
C 0.34 -2.32 -0.48 -0.5804
C 1.17 -1.07 3.35 -0.6560
C -1.29 0.06 -2.63 -0.8034
N 0.31 1.24 0.35 0.0413
N -0.84 0.80 -1.49 0.1246
H 0.05 3.40 0.35 0.4133
H -1.40 2.95 -1.91 0.4067
H 0.88 -2.63 -1.31 0.3330
H 0.44 -1.26 4.09 0.3186
H 0.16 -3.10 0.32 0.3021
H 1.44 -2.12 3.06 0.2296
H 2.06 -0.54 3.78 0.2764
H 0.77 -0.29 2.55 -0.1594
H -2.11 0.69 -3.02 0.3057
H -0.41 0.18 -3.43 0.3718
H -1.62 -0.98 -2.47 0.3682
H 0.96 1.26 1.08 0.2654
```



Entry 2:
The following is a quantum chemistry calculation of the molecule C7H12N2O2S in a non-equilibrium geometry, from OMol25.

Calculated values
E_LUMO	0.65	eV
ΔE to the lowest compared entry with this formula, charge and spin	111.2	kcal per mole
E_HOMO	-8.890	eV
SMILES	C/C=C(/C#N)CCN=[S@](C)(=O)O
frontier orbital gap	9.536	eV

```
24
Properties=species:S:1:pos:R:3:mulliken_charge:R:1
C 0.91 1.14 3.08 -1.2105
C 1.54 1.32 1.77 -0.0465
C 0.80 1.28 0.65 0.6509
C 1.53 1.30 -0.61 0.1998
N 2.05 1.24 -1.64 -0.6953
C -0.65 1.13 0.57 -0.7965
C -1.16 -0.07 -0.18 -0.6816
N -0.46 -0.17 -1.45 -0.4713
S 0.23 -1.37 -2.12 1.0625
C -0.78 -2.29 -3.29 -1.1215
O 1.05 -2.19 -1.22 -0.6401
O 1.06 -0.74 -3.33 -0.5757
H -0.19 1.17 3.13 0.3285
H 1.34 1.81 3.79 0.3454
H 1.07 0.14 3.60 0.2612
H 2.61 1.59 1.72 0.3832
H -1.00 1.20 1.58 0.3080
H -1.04 1.99 0.01 0.2663
H -0.91 -0.82 0.51 0.4505
H -2.18 -0.10 -0.43 0.3857
H -1.45 -1.73 -3.87 0.3247
H -0.14 -2.83 -3.79 0.4862
H -1.37 -2.99 -2.58 0.2983
H 1.50 0.23 -3.10 0.4877
```



Entry 3:
The following is a quantum chemistry calculation of the molecule C7H12N2O4S2 in a non-equilibrium geometry, from OMol25.

Calculated values
E_LUMO	0.29	eV
ΔE to the lowest compared entry with this formula, charge and spin	25.8	kcal per mole
E_HOMO	-9.565	eV
SMILES	[H]/N=C(\N)[C@](S)([C@@H](C)C(=O)C=C)S(=O)(=O)O
frontier orbital gap	9.857	eV

```
27
Properties=species:S:1:pos:R:3:mulliken_charge:R:1
H -2.05 -1.93 1.99 0.1940
N -1.35 -1.34 1.54 -0.6613
C -1.77 -1.00 0.35 0.3420
N -2.89 -1.33 -0.35 -0.4205
C -0.61 -0.05 -0.42 0.3435
S -1.12 0.16 -2.14 -0.2171
C 0.78 -0.50 -0.32 -0.4992
C 1.06 -1.92 -1.08 -1.3801
C 1.68 0.66 -0.87 0.6386
O 1.82 0.74 -2.03 -0.5843
C 2.19 1.64 0.07 -0.3863
C 2.47 1.25 1.31 -0.6748
S -1.02 1.58 0.42 1.3555
O -2.50 1.84 0.53 -0.7096
O -0.36 2.67 -0.20 -0.5727
O -0.50 1.37 1.95 -0.4585
H -3.13 -0.86 -1.25 0.2481
H -3.62 -1.47 0.34 0.2773
H 0.05 0.02 -2.81 0.2231
H 0.95 -0.66 0.67 0.6215
H 1.28 -2.68 -0.31 0.3397
H 1.99 -1.75 -1.60 0.3741
H 0.14 -2.20 -1.61 0.3491
H 2.18 2.69 -0.31 0.2551
H 2.79 2.09 2.14 0.1713
H 2.50 0.33 1.67 0.4496
H -0.97 0.64 2.35 0.3821
```



Entry 4:
The following is a quantum chemistry calculation of the molecule C7H12N2O5 in a non-equilibrium geometry, from OMol25.

Calculated values
E_LUMO	0.34	eV
ΔE to the lowest compared entry with this formula, charge and spin	101.8	kcal per mole
E_HOMO	-9.541	eV
SMILES	C[C@H](NC(=O)[C@@H](N)CC(=O)O)C(=O)O
frontier orbital gap	9.884	eV

```
26
Properties=species:S:1:pos:R:3:mulliken_charge:R:1
C 1.52 2.58 0.60 -1.1912
C 1.22 1.35 -0.18 0.1451
N -0.08 0.94 0.01 -0.1356
C -0.51 0.40 -1.22 0.2837
O 0.06 0.41 -2.27 -0.6198
C -1.79 -0.54 -1.09 0.1129
N -2.43 -0.93 -2.37 -0.7823
C -1.20 -1.71 -0.04 -0.7610
C -1.20 -1.41 1.45 0.5671
O -1.47 -0.39 1.93 -0.5898
O -1.03 -2.61 2.17 -0.5065
C 2.42 0.43 0.33 0.3255
O 3.55 0.84 0.61 -0.5967
O 1.95 -0.73 0.74 -0.3758
H 1.99 2.41 1.81 0.2283
H 2.52 3.16 0.03 0.2575
H 0.61 3.26 0.55 0.3514
H 1.57 1.63 -1.20 0.4021
H -0.37 0.75 1.04 0.4015
H -2.63 -0.07 -0.58 0.3871
H -1.72 -1.06 -3.09 0.3216
H -2.54 0.07 -2.69 0.3451
H -1.73 -2.79 -0.22 0.4184
H -0.11 -2.22 -0.13 0.2318
H -1.39 -2.40 3.13 0.3935
H 2.80 -1.36 0.69 0.3861
```



Entry 5:
The following is a quantum chemistry calculation of the molecule C7H12N2OS2 in a non-equilibrium geometry, from OMol25.

Calculated values
E_LUMO	-0.36	eV
ΔE to the lowest compared entry with this formula, charge and spin	135.3	kcal per mole
E_HOMO	-9.133	eV
frontier orbital gap	8.776	eV

```
24
Properties=species:S:1:pos:R:3:mulliken_charge:R:1
C -2.77 0.36 -0.88 -0.8645
C -2.84 -0.13 0.51 -0.2393
C -1.80 -1.14 0.88 -0.7328
C -0.27 -0.67 0.75 -0.5510
C 2.20 -0.65 -0.21 0.1727
C 2.85 0.68 -0.44 0.3401
C 2.23 2.12 -0.49 -0.9814
H -1.75 0.81 -1.14 0.1646
H -3.34 1.37 -0.98 0.3383
H -3.18 -0.46 -1.82 0.1842
H -2.88 0.79 1.16 0.2501
H -3.88 -0.58 0.69 0.2674
H -1.82 -1.29 1.96 0.3623
H -1.97 -2.37 0.64 0.2629
H -0.29 0.33 1.24 0.3443
H 0.19 -1.28 1.68 0.3432
H 1.54 2.32 -1.37 0.3066
H 3.09 2.92 -0.72 0.3076
H 1.74 2.30 0.40 0.2673
N 4.59 -0.65 0.33 -0.3242
N 4.14 0.56 0.07 -0.2557
O 0.25 -2.43 -1.41 -0.5827
S 0.49 -1.06 -0.89 0.4861
S 3.47 -1.84 0.04 0.1339
```



Entry 6:
The following is a quantum chemistry calculation of a 2-piece molecular cluster, C7H12N3 overall in a non-equilibrium geometry, from OMol25.

Calculated values
charge	+1
E_LUMO	-4.65	eV
ΔE to the lowest compared entry with this formula, charge and spin	172.5	kcal per mole
E_HOMO	-13.135	eV
frontier orbital gap	8.486	eV

```
22
Properties=species:S:1:pos:R:3:mulliken_charge:R:1
C -0.68 1.59 2.07 -0.6335
C 0.70 -2.40 -0.82 -0.4060
C -0.96 2.35 0.77 -0.5299
C 0.37 -1.70 -2.13 -0.5847
C 0.44 0.82 1.18 -0.2596
C 1.02 -1.06 -0.14 -0.3401
C -0.55 0.60 -1.09 0.2715
N -0.46 1.30 -0.07 0.0163
N 0.17 -0.45 -1.32 -0.0368
N 0.60 -0.59 1.17 -0.2813
H -0.31 2.15 2.95 0.3200
H -1.43 1.00 2.43 0.3636
H -0.31 -2.87 -0.48 0.2370
H 1.47 -3.18 -0.86 0.3650
H -2.08 2.48 0.71 0.3490
H -0.32 3.18 0.72 0.3345
H 1.22 -1.81 -2.84 0.2673
H -0.54 -2.03 -2.51 0.3784
H 1.41 1.31 1.16 0.2879
H 2.04 -0.74 -0.22 0.2809
H -1.82 1.28 -2.45 0.2802
H 0.01 -1.25 1.77 0.3203
```



Entry 7:
The following is a quantum chemistry calculation of C7H12N3O as an isolated structure in a non-equilibrium geometry, from OMol25.

Calculated values
charge	+1
E_LUMO (spin up / spin down)	-5.11 / -5.11	eV
ΔE to the lowest compared entry with this formula, charge and spin	130.5	kcal per mole
E_HOMO (spin up / spin down)	-12.292 / -12.292	eV
frontier orbital gap (spin up / spin down)	7.182 / 7.180	eV

```
23
Properties=species:S:1:pos:R:3:mulliken_charge:R:1
C -1.25 -2.81 -1.49 -0.5022
C -0.53 -2.04 -2.34 -0.4876
C -1.43 -2.07 -0.21 1.1036
C -0.81 -0.87 -0.42 -0.2028
C 2.44 2.61 -0.08 -1.3608
C 1.62 1.40 0.40 -0.3199
C 0.15 1.73 0.54 -0.5693
N -1.32 0.31 1.71 -0.6436
N -2.07 -2.48 0.89 -0.4379
N -0.66 0.59 0.71 0.6401
O -0.17 -0.87 -1.67 -0.3340
H -1.56 -3.81 -1.67 0.3924
H -0.06 -2.22 -3.23 0.5042
H 2.25 3.37 0.60 0.3942
H 3.46 2.33 -0.12 0.3817
H 2.29 2.72 -1.13 0.3926
H 1.87 1.27 1.60 0.2367
H 1.75 0.54 -0.20 0.4001
H 0.09 2.40 1.43 0.4499
H -0.29 2.29 -0.43 0.2618
H -1.21 1.08 2.41 0.3130
H -2.47 -3.40 0.89 0.1986
H -2.08 -2.06 1.82 0.1892
```



Entry 8:
The following is a quantum chemistry calculation of a 2-piece molecular cluster, C7H12N3O overall in a non-equilibrium geometry, from OMol25.

Calculated values
charge	+1
E_LUMO	-4.76	eV
ΔE to the lowest compared entry with this formula, charge and spin	77.3	kcal per mole
E_HOMO	-12.564	eV
frontier orbital gap	7.806	eV

```
23
Properties=species:S:1:pos:R:3:mulliken_charge:R:1
C -1.97 -0.90 -0.72 -0.4909
C -2.01 -0.46 0.53 -0.5721
C -0.47 -1.36 -1.11 0.0820
C -0.64 -0.50 1.26 -0.4065
C 0.34 0.39 0.10 0.4017
C 0.10 -2.36 -0.01 -0.7335
C 0.03 -1.80 1.31 0.4263
N 0.38 -0.22 -1.00 -0.6513
N 0.94 1.49 0.45 -0.4394
N 1.46 3.29 -1.34 -0.8173
O 0.88 -2.31 2.18 -0.4202
H -2.91 -0.97 -1.41 0.3258
H -3.01 -0.08 0.99 0.3299
H -0.37 -1.80 -2.10 0.5687
H -0.70 0.06 2.19 0.7176
H -0.44 -3.34 -0.16 0.3527
H 1.13 -2.50 -0.25 0.3844
H 0.81 2.08 1.23 0.2825
H 1.04 2.14 -0.40 0.4952
H 0.59 3.56 -1.67 0.2645
H 1.82 4.03 -0.88 0.2325
H 1.96 3.35 -2.20 0.2422
H 1.04 -1.77 3.03 0.4250
```